*P*
Molecular formula: C50H41BrIN6O2SSiTa
Method: DFT, ωB97M-V/def2-TZVPD

Each line ends with the Löwdin charge.
Cartesian coordinates (Å):
Ta  0.058  -0.499  -1.560  1.761
N  -1.719  1.958  -4.495  0.079
C  -1.437  1.457  -3.258  -0.907
S  -2.345  0.073  -2.726  0.620
N  -0.497  2.005  -2.565  -0.016
N  -0.259  1.440  -1.324  -0.260
C  -0.484  2.309  -0.282  -0.206
C  -0.651  3.750  -0.580  -0.181
C  0.370  4.459  -1.199  -0.033
C  0.208  5.802  -1.486  -0.076
C  -0.975  6.446  -1.164  -0.089
C  -2.003  5.740  -0.561  -0.074
C  -1.842  4.397  -0.275  -0.018
C  -0.598  1.814  0.967  -0.210
C  -0.691  2.631  2.219  -0.148
C  -1.773  1.405  3.584  -0.184
C  -2.277  0.265  2.773  -0.024
C  -1.710  -0.143  1.646  -0.134
N  -0.470  0.391  1.146  -0.076
H  -2.643  1.765  -4.845  0.078
H  -1.343  2.873  -4.693  0.097
H  1.292  3.952  -1.443  0.111
H  1.006  6.354  -1.964  0.103
H  -1.092  7.500  -1.373  0.101
H  -2.931  6.236  -0.316  0.103
H  -2.639  3.834  0.183  0.111
H  -0.174  3.585  2.110  0.163
H  -2.113  1.351  4.619  0.154
H  -3.216  -0.167  3.085  0.118
H  -2.142  -0.932  1.051  0.076
C  -0.970  -2.094  -0.609  -0.216
C  -1.499  -3.105  -0.199  -0.101
C  -2.142  -4.247  0.339  -0.254
C  -3.156  -4.082  1.284  -0.031
C  -3.814  -5.183  1.794  -0.080
C  -3.464  -6.458  1.379  -0.088
C  -2.447  -6.630  0.452  -0.081
C  -1.786  -5.533  -0.067  -0.028
H  -3.417  -3.084  1.602  0.110
H  -4.608  -5.043  2.513  0.103
H  -3.985  -7.317  1.780  0.101
H  -2.174  -7.623  0.125  0.103
H  -0.994  -5.653  -0.791  0.118
C  1.916  -1.304  -0.451  -0.238
H  1.710  -2.153  0.195  -0.011
H  2.439  -0.570  0.152  -0.040
H  2.616  -1.649  -1.211  -0.004
C  5.024  1.766  1.718  -0.078
C  3.959  2.423  1.123  -0.098
C  2.666  1.979  1.334  -0.087
C  2.418  0.873  2.146  -0.227
C  3.500  0.233  2.745  -0.088
C  4.795  0.666  2.527  -0.072
Si  0.668  0.276  2.527  0.778
C  -0.260  1.703  3.391  -0.300
C  0.327  2.416  4.551  -0.051
C  -0.191  3.507  5.128  -0.086
C  -1.403  4.206  4.762  -0.090
C  -2.246  3.890  3.772  -0.040
C  -2.101  2.734  2.852  -0.188
C  0.592  -1.387  3.397  -0.216
C  0.991  -1.451  4.729  -0.102
C  0.995  -2.651  5.413  -0.084
C  0.592  -3.812  4.777  -0.080
C  0.193  -3.765  3.452  -0.065
C  0.198  -2.563  2.767  -0.076
H  6.032  2.111  1.551  0.103
H  4.135  3.287  0.496  0.108
H  1.841  2.481  0.852  0.092
H  3.314  -0.623  3.377  0.095
H  5.622  0.150  2.995  0.105
H  1.250  2.009  4.947  0.099
H  0.348  3.930  5.965  0.098
H  -1.643  5.071  5.369  0.099
H  -3.119  4.508  3.619  0.105
H  -2.935  2.674  2.151  0.138
H  1.313  -0.551  5.228  0.097
H  1.307  -2.677  6.446  0.102
H  0.589  -4.745  5.318  0.102
H  -0.124  -4.666  2.945  0.104
H  -0.100  -2.539  1.731  0.062
I  6.246  2.475  -2.989  0.819
C  4.331  1.660  -3.133  -0.742
C  3.605  1.454  -4.288  -0.136
N  2.438  0.922  -3.901  0.004
N  2.374  0.767  -2.583  -0.005
C  3.516  1.211  -2.089  -0.191
H  3.853  1.647  -5.312  0.116
H  1.647  0.591  -4.448  0.124
H  3.719  1.189  -1.038  0.081
Br  -0.237  -6.561  -6.382  0.726
C  -0.597  -4.693  -6.307  -0.668
C  -1.343  -4.105  -7.315  -0.123
C  -1.620  -2.750  -7.252  -0.065
C  -1.138  -1.987  -6.203  -0.009
C  -0.368  -2.589  -5.213  -0.119
C  -0.106  -3.954  -5.250  -0.058
C  0.140  -1.793  -4.057  -0.639
O  0.476  -2.385  -3.009  -0.067
O  0.201  -0.542  -4.140  -0.143
H  -1.704  -4.701  -8.137  0.100
H  -2.216  -2.294  -8.027  0.107
H  -1.367  -0.934  -6.128  0.113
H  0.467  -4.413  -4.458  0.115

* total charge: 0
* frontier orbital gap: 7.08 eV
* 2S+1: 1
* LUMO: -0.44 eV


*Q*
Molecular formula: C50H41BrIN6O2SSiTa
Method: DFT, ωB97M-V/def2-TZVPD

Each line ends with the Löwdin charge.
Cartesian coordinates (Å):
Ta  -0.663  0.624  -0.696  1.665
N  3.466  -1.830  0.091  0.085
C  2.263  -1.266  -0.231  -0.692
S  1.315  -0.543  1.117  0.819
N  1.834  -1.227  -1.421  0.029
N  0.627  -0.711  -1.700  -0.217
C  0.152  -0.973  -2.961  -0.210
C  1.042  -1.303  -4.070  -0.170
C  2.235  -0.597  -4.229  -0.027
C  3.043  -0.821  -5.325  -0.075
C  2.675  -1.752  -6.284  -0.093
C  1.512  -2.486  -6.117  -0.085
C  0.708  -2.277  -5.013  -0.048
C  -1.233  -0.873  -3.067  -0.220
C  -2.004  -1.031  -4.253  -0.021
C  -3.357  -1.122  -4.172  -0.067
C  -3.983  -1.073  -2.901  -0.063
C  -3.213  -0.793  -1.813  -0.164
N  -1.881  -0.625  -1.864  -0.109
H  3.876  -1.525  0.956  0.088
H  4.102  -1.931  -0.685  0.108
H  2.506  0.147  -3.497  0.087
H  3.955  -0.252  -5.446  0.102
H  3.291  -1.898  -7.159  0.098
H  1.222  -3.226  -6.851  0.101
H  -0.171  -2.884  -4.866  0.113
H  -1.493  -1.061  -5.203  0.110
H  -3.959  -1.233  -5.060  0.104
H  -5.048  -1.211  -2.803  0.101
H  -3.660  -0.679  -0.831  0.096
C  0.826  1.943  -1.533  -0.142
C  1.686  2.556  -2.127  -0.114
C  2.754  3.229  -2.779  -0.262
C  2.559  4.433  -3.455  -0.033
C  3.619  5.048  -4.096  -0.086
C  4.880  4.475  -4.071  -0.095
C  5.083  3.280  -3.398  -0.088
C  4.029  2.660  -2.756  -0.048
H  1.573  4.874  -3.479  0.115
H  3.459  5.978  -4.624  0.102
H  5.706  4.956  -4.575  0.099
H  6.064  2.828  -3.375  0.100
H  4.176  1.725  -2.233  0.108
C  -1.649  0.613  1.377  -0.260
H  -2.321  -0.245  1.486  -0.007
H  -2.267  1.507  1.484  -0.007
H  -0.985  0.611  2.243  -0.037
C  -3.406  -4.240  1.966  -0.076
C  -2.862  -3.524  0.912  -0.075
C  -1.619  -2.927  1.043  -0.110
C  -0.908  -3.019  2.237  -0.258
C  -1.456  -3.774  3.277  -0.113
C  -2.689  -4.382  3.143  -0.079
Si  0.703  -2.088  2.603  0.612
C  0.432  -0.869  4.032  -0.306
C  -0.756  -0.806  4.754  -0.092
C  -0.936  0.144  5.744  -0.072
C  0.064  1.063  6.014  -0.071
C  1.256  1.010  5.310  -0.070
C  1.437  0.049  4.337  -0.135
C  2.165  -3.253  2.939  -0.265
C  2.679  -4.120  1.975  -0.113
C  3.705  -4.994  2.288  -0.080
C  4.237  -5.023  3.567  -0.081
C  3.746  -4.159  4.531  -0.082
C  2.716  -3.292  4.219  -0.097
H  -4.383  -4.688  1.872  0.104
H  -3.410  -3.427  -0.014  0.101
H  -1.197  -2.383  0.206  0.071
H  -0.901  -3.877  4.198  0.107
H  -3.091  -4.963  3.960  0.105
H  -1.551  -1.505  4.534  0.093
H  -1.865  0.171  6.296  0.105
H  -0.083  1.812  6.777  0.105
H  2.040  1.723  5.513  0.099
H  2.370  0.001  3.796  0.089
H  2.276  -4.103  0.974  0.099
H  4.098  -5.655  1.532  0.104
H  5.024  -5.717  3.820  0.104
H  4.162  -4.160  5.528  0.104
H  2.332  -2.626  4.978  0.095
I  3.602  4.564  3.413  0.806
C  2.012  3.911  2.231  -0.749
C  0.932  4.643  1.782  -0.135
N  0.160  3.793  1.098  0.021
N  0.671  2.566  1.082  -0.031
C  1.806  2.616  1.759  -0.244
H  0.696  5.677  1.907  0.114
H  -0.734  3.952  0.612  0.100
H  2.429  1.755  1.885  0.056
Br  -7.664  5.400  -0.809  0.723
C  -6.566  3.909  -0.374  -0.672
C  -7.144  2.818  0.251  -0.133
C  -6.354  1.724  0.554  -0.067
C  -5.011  1.730  0.228  -0.029
C  -4.438  2.836  -0.390  -0.116
C  -5.218  3.943  -0.690  -0.061
C  -2.944  2.815  -0.619  -0.608
O  -2.261  3.694  -0.093  0.027
O  -2.509  1.835  -1.285  -0.122
H  -8.189  2.829  0.516  0.098
H  -6.786  0.866  1.047  0.107
H  -4.397  0.878  0.469  0.087
H  -4.774  4.805  -1.165  0.117

* total charge: 0
* frontier orbital gap (alpha / beta): 6.01 / 6.03 eV
* 2S+1: 1
* LUMO (alpha / beta): -0.30 / -0.27 eV


Tell me which of them is the least stable. Sure, it is *P*.


*P*
Molecular formula: C5H7PS
Method: DFT, ωB97M-V/def2-TZVPD

Each line ends with the Löwdin charge.
Cartesian coordinates (Å):
C  -1.002  -1.216  -0.154  -0.400
C  -2.057  -1.693  0.440  0.115
C  -0.891  -0.525  -1.516  -0.270
C  0.023  0.649  -1.068  -0.344
C  0.667  0.425  1.955  -0.254
P  0.932  -0.268  0.254  0.477
S  2.867  -0.166  -0.251  0.206
H  -0.421  -1.074  -2.200  0.046
H  -1.954  -0.231  -1.959  0.155
H  0.607  1.095  -1.795  0.040
H  -0.518  1.435  -0.502  0.097
H  1.429  1.123  2.238  0.029
H  0.743  -0.397  2.600  0.012
H  -0.426  0.843  1.957  0.092

* total charge: 0
* frontier orbital gap: 7.35 eV
* 2S+1: 1
* LUMO: -1.96 eV


*Q*
Molecular formula: C5H7PS
Method: DFT, ωB97M-V/def2-TZVPD

Each line ends with the Löwdin charge.
Cartesian coordinates (Å):
S  3.157  0.147  0.731  0.602
C  1.449  -0.542  -0.119  -0.650
C  0.511  0.522  0.152  -0.665
C  -0.930  0.052  0.686  -0.155
C  -1.772  -0.257  -0.506  -0.159
C  -1.165  -0.315  -1.722  -0.216
P  0.649  0.351  -1.610  1.017
H  2.381  0.809  1.575  -0.193
H  1.307  -1.491  0.504  0.087
H  0.856  1.360  0.695  0.054
H  -1.344  0.995  0.995  0.103
H  -0.671  -0.529  1.471  0.076
H  -2.778  -0.363  -0.304  0.072
H  -1.650  -0.741  -2.547  0.027

* total charge: 0
* frontier orbital gap: 9.33 eV
* 2S+1: 1
* structure (SMILES): S[C@H]1[C@@H]2CC=CP12
* LUMO: 0.43 eV


Tell me which of them is the least stable. Sure, it is *P*.


*P*
Molecular formula: C21H25N3O3
Method: DFT, ωB97M-V/def2-TZVPD

Each line ends with the Löwdin charge.
Cartesian coordinates (Å):
C  -0.581  1.535  3.797  -0.061
C  -0.027  2.362  2.634  -0.556
C  -1.211  3.006  1.897  -0.037
C  0.894  3.449  3.207  -0.041
C  0.748  1.518  1.638  -0.164
C  1.250  2.112  0.482  -0.018
C  1.876  1.369  -0.499  -0.041
C  2.022  -0.009  -0.345  -0.143
C  2.575  -0.885  -1.410  -0.442
O  3.411  -1.746  -1.234  0.083
N  2.078  -0.658  -2.664  0.123
N  0.935  0.087  -2.963  0.091
C  0.084  -0.321  -3.933  -0.511
O  0.306  -1.292  -4.629  0.061
C  -1.154  0.549  -4.042  -0.083
C  -2.319  -0.137  -3.308  -0.083
C  -1.899  -0.482  -1.883  -0.485
O  -1.983  0.311  -0.969  0.069
N  -1.386  -1.735  -1.775  0.143
C  -0.920  -2.383  -0.620  -0.224
C  -1.340  -2.020  0.654  -0.026
C  -0.886  -2.731  1.751  -0.093
C  -0.009  -3.790  1.592  -0.098
C  0.415  -4.146  0.322  -0.082
C  -0.042  -3.452  -0.781  -0.027
C  1.607  -0.595  0.842  0.001
C  0.974  0.158  1.813  -0.005
H  0.220  1.079  4.374  0.085
H  -1.146  2.182  4.464  0.085
H  -1.249  0.758  3.433  0.083
H  -1.787  2.245  1.376  0.085
H  -1.862  3.514  2.606  0.084
H  -0.874  3.736  1.166  0.077
H  0.345  4.067  3.914  0.085
H  1.284  4.092  2.424  0.076
H  1.735  2.994  3.726  0.090
H  1.144  3.175  0.330  0.112
H  2.283  1.866  -1.370  0.123
H  2.301  -1.325  -3.398  0.156
H  0.674  0.760  -2.253  0.121
H  -0.968  1.530  -3.604  0.121
H  -1.410  0.666  -5.095  0.126
H  -2.615  -1.037  -3.847  0.121
H  -3.166  0.548  -3.261  0.124
H  -1.227  -2.246  -2.634  0.140
H  -2.014  -1.189  0.778  0.106
H  -1.226  -2.455  2.738  0.106
H  0.343  -4.338  2.453  0.102
H  1.103  -4.967  0.188  0.108
H  0.282  -3.733  -1.774  0.117
H  1.763  -1.653  0.985  0.114
H  0.647  -0.344  2.708  0.101

* total charge: 0
* frontier orbital gap: 9.40 eV
* 2S+1: 1
* structure (SMILES): CC(C)(C)c1ccc(C(=O)NNC(=O)CCC(=O)Nc2ccccc2)cc1
* LUMO: 0.65 eV


*Q*
Molecular formula: C21H25N3O3
Method: DFT, ωB97M-V/def2-TZVPD

Each line ends with the Löwdin charge.
Cartesian coordinates (Å):
C  -2.137  1.780  1.764  -0.040
C  -1.682  0.337  1.961  -0.222
O  -1.251  -0.287  0.765  -0.070
C  -2.171  -0.751  -0.140  -0.193
C  -3.546  -0.624  -0.041  -0.025
C  -4.367  -1.134  -1.038  -0.091
C  -3.824  -1.772  -2.135  -0.090
C  -2.451  -1.927  -2.239  -0.007
C  -1.621  -1.431  -1.248  -0.136
N  -0.231  -1.585  -1.243  0.161
C  0.567  -2.204  -2.143  -0.434
O  0.198  -2.667  -3.203  0.077
C  2.036  -2.303  -1.715  -0.199
C  2.247  -3.530  -0.813  -0.142
C  1.750  -3.282  0.608  -0.159
C  2.376  -2.009  1.172  -0.137
N  2.061  -0.885  0.307  -0.073
C  1.743  0.317  0.907  -0.500
O  1.741  0.444  2.114  0.067
N  1.376  1.306  0.025  0.150
C  1.049  2.628  0.330  -0.248
C  0.371  3.368  -0.638  -0.040
C  0.042  4.690  -0.404  -0.091
C  0.386  5.291  0.795  -0.101
C  1.064  4.560  1.755  -0.080
C  1.400  3.237  1.531  -0.023
C  2.598  -1.051  -1.029  -0.102
H  -2.962  1.845  1.060  0.070
H  -2.455  2.187  2.720  0.084
H  -1.315  2.382  1.387  0.055
H  -2.471  -0.262  2.433  0.122
H  -0.795  0.320  2.600  0.116
H  -3.995  -0.135  0.808  0.104
H  -5.436  -1.022  -0.945  0.102
H  -4.465  -2.160  -2.912  0.101
H  -2.013  -2.437  -3.080  0.101
H  0.202  -1.238  -0.393  0.103
H  2.594  -2.462  -2.643  0.149
H  1.740  -4.392  -1.249  0.123
H  3.317  -3.753  -0.781  0.119
H  2.023  -4.125  1.244  0.116
H  0.663  -3.195  0.620  0.113
H  1.987  -1.782  2.165  0.124
H  3.465  -2.129  1.244  0.135
H  1.093  1.021  -0.901  0.125
H  0.098  2.900  -1.574  0.113
H  -0.486  5.250  -1.162  0.103
H  0.127  6.323  0.978  0.098
H  1.338  5.022  2.691  0.104
H  1.919  2.669  2.285  0.103
H  2.411  -0.172  -1.646  0.125
H  3.690  -1.170  -0.954  0.138

* total charge: 0
* frontier orbital gap: 8.79 eV
* 2S+1: 1
* structure (SMILES): CCOc1ccccc1NC(=O)[C@@H]1CCCN(C(=O)Nc2ccccc2)C1
* LUMO: 0.65 eV


Tell me which of them is the least stable. Sure, it is *P*.